{"formula": "C6H18Si4", "method": "ωB97M-V/def2-TZVPD", "e_lumo_ev": [-1.153, -1.153], "total_charge": 0, "spin_multiplicity": 1, "e_homo_ev": [-7.7, -7.7], "orbital_gap_ev": [6.54, 6.54], "energy_ev": -38016.130, "elements": ["C", "C", "C", "C", "C", "C", "Si", "Si", "Si", "Si", "H", "H", "H", "H", "H", "H", "H", "H", "H", "H", "H", "H", "H", "H", "H", "H", "H", "H"], "coordinates": [[-0.8224, 1.7009, 0.6321], [0.8277, -1.2006, 0.2999], [0.5606, 2.1496, 0.9432], [-1.8334, 2.7072, 0.8376], [0.3809, -2.2265, -0.7725], [0.4508, -1.7352, 1.7502], [-1.2055, 0.0896, 0.0834], [2.8585, -1.2986, -0.0098], [-3.0823, -1.0594, -0.7274], [3.3372, 0.0554, -1.8866], [0.7961, 1.9184, 2.0168], [0.8354, 3.2965, 0.8113], [1.2496, 1.6311, 0.2496], [-1.7489, 3.2076, 1.8214], [-2.9182, 2.4843, 0.7906], [-1.7133, 3.4620, 0.0505], [-0.5418, -2.8759, -0.5634], [1.1061, -3.0121, -0.8894], [0.0301, -1.6434, -1.6817], [0.3037, -0.8809, 2.3927], [0.9658, -2.4704, 2.2617], [-0.5763, -2.0821, 1.7100], [-3.3266, 0.1791, -1.4564], [-4.2163, -1.3175, 0.1390], [-2.8376, -2.3188, -1.3528], [2.6648, 0.0730, -3.2191], [4.7205, -0.3127, -2.6913], [3.7347, 1.4795, -1.5396]], "lowdin_charge": [-0.6119, -0.6754, -0.1679, -0.2085, -0.3332, -0.2299, 0.7743, 0.6605, 0.5137, 0.2895, 0.0891, 0.1206, 0.0286, 0.0897, 0.0743, 0.0842, 0.0676, 0.0235, 0.0602, 0.0410, 0.0280, 0.0370, -0.1246, -0.1234, -0.1173, -0.1511, -0.1041, -0.1344]}



{"formula": "C6H19AgBrN5O3", "method": "ωB97M-V/def2-TZVPD", "e_lumo_ev": 0.258, "total_charge": 0, "spin_multiplicity": 1, "e_homo_ev": -8.7, "orbital_gap_ev": 8.91, "energy_ev": -94167.856, "elements": ["Ag", "Br", "C", "C", "C", "O", "C", "N", "H", "H", "H", "H", "H", "H", "H", "H", "H", "H", "H", "C", "O", "N", "N", "H", "H", "H", "H", "C", "O", "N", "N", "H", "H", "H", "H"], "coordinates": [[-2.9807, 0.4792, 2.1271], [-0.6517, -1.0427, 2.6508], [0.3778, 0.2919, -1.4711], [1.4384, -0.7129, -1.0559], [2.3947, -0.1576, 0.0097], [3.3213, -1.1393, 0.4141], [4.4669, -1.1746, -0.3995], [0.7680, -1.9237, -0.5786], [-0.3210, 0.4106, -0.6370], [-0.2260, -0.0584, -2.3091], [0.7630, 1.2744, -1.7592], [2.0418, -0.9749, -1.9316], [1.7863, 0.1609, 0.8580], [2.9423, 0.7027, -0.4063], [5.0332, -0.2397, -0.2854], [4.2228, -1.3714, -1.4449], [5.1382, -1.9470, -0.0252], [0.2233, -1.7727, 0.2701], [1.5026, -2.5708, -0.3057], [-1.0224, 3.0181, 1.5503], [-2.1789, 2.6444, 1.7506], [0.0440, 2.2535, 1.9038], [-0.7434, 4.2396, 1.0089], [-0.0899, 1.3173, 2.2744], [0.9731, 2.5268, 1.6395], [0.1972, 4.5822, 0.9508], [-1.4524, 4.7374, 0.5053], [-3.7116, -1.3095, -0.3847], [-4.2980, -0.4306, 0.2761], [-4.4294, -2.1237, -1.2255], [-2.3654, -1.4819, -0.4065], [-5.4197, -2.1815, -1.0902], [-3.9764, -2.6615, -1.9390], [-1.9821, -2.3035, -0.8420], [-1.7856, -1.0612, 0.3078]], "lowdin_charge": [0.6032, -0.1223, -0.0702, -0.4360, -0.2174, -0.1881, -0.1138, 0.0375, 0.0501, 0.0752, 0.0767, 0.1277, 0.0919, 0.1217, 0.0883, 0.0841, 0.0886, -0.0462, 0.0723, -0.6566, -0.0718, 0.1545, 0.1614, -0.0600, 0.0953, 0.0966, 0.1060, -0.6374, -0.0665, 0.1531, 0.1531, 0.1032, 0.0969, 0.0963, -0.0471]}



{"formula": "C6H19Br2O3P", "method": "ωB97M-V/def2-TZVPD", "e_lumo_ev": 0.511, "total_charge": 0, "spin_multiplicity": 1, "e_homo_ev": -9.2, "orbital_gap_ev": 9.75, "smiles": "C[C@@H](Br)CPBr.CO.CO.CO", "energy_ev": -162045.569, "elements": ["C", "C", "Br", "C", "P", "Br", "H", "H", "H", "H", "H", "H", "H", "C", "O", "H", "H", "H", "H", "C", "O", "H", "H", "H", "H", "C", "O", "H", "H", "H", "H"], "coordinates": [[0.6629, -0.9998, 0.1466], [-0.3769, -0.1231, 0.8261], [-1.6939, -1.2664, 1.7454], [0.2102, 0.9721, 1.7255], [0.5806, 0.7705, 3.5226], [2.1756, -0.8097, 3.4368], [0.8849, -1.9010, 0.7161], [1.5835, -0.4316, 0.0253], [0.3291, -1.3008, -0.8469], [-1.0167, 0.3638, 0.0952], [-0.4073, 1.8740, 1.6619], [1.1801, 1.2484, 1.2967], [-0.4436, -0.1505, 3.8269], [1.1930, 2.6393, -2.0426], [1.9147, 1.5174, -1.5734], [0.8993, 3.2249, -1.1718], [1.7970, 3.2789, -2.6933], [0.2864, 2.3513, -2.5841], [2.1947, 0.9771, -2.3263], [-6.2073, -0.9436, 2.7067], [-5.0696, -1.7529, 2.9406], [-6.9542, -1.2251, 3.4470], [-5.9890, 0.1217, 2.8279], [-6.6333, -1.1048, 1.7119], [-4.3902, -1.5196, 2.3005], [3.8444, -1.2954, -3.7852], [3.4885, 0.0196, -3.3746], [3.0218, -1.6681, -4.3910], [4.7513, -1.2927, -4.3930], [3.9815, -1.9630, -2.9319], [4.2025, 0.3894, -2.8456]], "lowdin_charge": [-0.1797, -0.7638, 0.7065, -0.5666, 0.4956, 0.1722, 0.0476, 0.0554, 0.0789, 0.0696, 0.0688, 0.0567, -0.1635, -0.1576, -0.1444, 0.0732, 0.0769, 0.0777, 0.0354, -0.1705, -0.1423, 0.0762, 0.0745, 0.0745, -0.0137, -0.1331, -0.1367, 0.0819, 0.0794, 0.0810, 0.0899]}



{"formula": "C6H19BrN5O3", "method": "ωB97M-V/def2-TZVPD", "e_lumo_ev": 2.872, "total_charge": -1, "spin_multiplicity": 1, "e_homo_ev": -4.7, "orbital_gap_ev": 7.54, "energy_ev": -90158.618, "elements": ["Br", "C", "C", "C", "O", "C", "N", "H", "H", "H", "H", "H", "H", "H", "H", "H", "H", "H", "C", "O", "N", "N", "H", "H", "H", "H", "C", "O", "N", "N", "H", "H", "H", "H"], "coordinates": [[1.7709, 0.8494, 0.4926], [-1.8828, 1.0505, 0.6761], [-1.2214, 0.2730, -0.4382], [-2.2514, -0.2558, -1.4423], [-2.7898, -1.4724, -1.1530], [-2.2478, -2.6020, -1.8340], [-0.1710, 1.0299, -1.0200], [-1.1757, 1.0661, 1.5054], [-2.8120, 0.6069, 1.0337], [-1.9250, 2.0459, 0.2341], [-0.7462, -0.6002, 0.0088], [-1.8900, -0.3117, -2.4691], [-3.1262, 0.3944, -1.4500], [-1.1666, -2.4640, -1.8427], [-2.5437, -2.5327, -2.8808], [-2.3887, -3.5680, -1.3492], [0.5367, 1.0259, -0.2994], [0.1925, 0.3805, -1.7028], [3.1292, -1.9816, -0.1901], [4.1690, -1.3243, -0.5219], [3.0206, -3.2776, -0.2226], [1.9675, -1.4253, 0.0063], [3.8306, -3.8801, -0.2549], [2.0551, -3.5512, -0.3367], [1.7067, -0.4836, 0.2620], [1.2207, -2.0951, 0.1234], [0.3226, 3.2031, 2.2193], [-0.1883, 3.9464, 2.9530], [1.4262, 3.5331, 1.5463], [-0.1220, 2.0751, 1.8469], [1.9471, 2.7602, 1.1572], [1.8284, 4.4593, 1.5664], [0.3660, 1.3792, 1.3013], [-0.8414, 1.7464, 2.4751]], "lowdin_charge": [1.0286, -0.0651, -0.4726, -0.2393, -0.1960, -0.0928, -0.0488, 0.0038, 0.0898, 0.1051, 0.1176, 0.1147, 0.1238, 0.0730, 0.0823, 0.0830, -0.3119, 0.0641, -0.7494, -0.0639, 0.1287, -0.0087, 0.1082, 0.0950, -0.4144, 0.0846, -0.8423, 0.0624, 0.1117, 0.0042, -0.0656, 0.0991, -0.1267, 0.1176]}



{"formula": "C6H19N3P", "method": "ωB97M-V/def2-TZVPD", "e_lumo_ev": -3.334, "total_charge": 1, "spin_multiplicity": 1, "e_homo_ev": -12.6, "orbital_gap_ev": 9.28, "smiles": "CN[P@](C)(N(C)C)=[N+](C)C", "energy_ev": -20280.445, "elements": ["C", "N", "P", "C", "N", "C", "C", "N", "C", "C", "H", "H", "H", "H", "H", "H", "H", "H", "H", "H", "H", "H", "H", "H", "H", "H", "H", "H", "H"], "coordinates": [[0.4601, -2.1757, -1.4034], [0.2241, -1.8340, -0.0427], [0.1023, -0.2392, 0.6085], [0.1279, -0.2703, 2.3950], [-1.5956, 0.9973, 0.0221], [-1.8552, 0.7422, -1.4046], [-2.6550, 0.6116, 0.9004], [1.3954, 0.5145, -0.0391], [2.7371, 0.1201, 0.2049], [1.2562, 1.8758, -0.5717], [0.6652, -3.2191, -1.5254], [-0.3464, -1.9621, -2.1257], [1.3911, -1.6766, -1.6459], [-0.0702, -2.5444, 0.5451], [-0.8178, -0.5364, 2.8537], [0.4513, 0.7314, 2.4793], [1.0033, -1.0578, 2.5419], [-1.8981, 1.7914, -1.8717], [-1.1190, 0.1058, -1.7676], [-2.7904, 0.3406, -1.6238], [-2.4503, 0.5458, 1.9059], [-3.4979, 1.2590, 0.7587], [-2.8770, -0.4094, 0.6006], [3.2801, 0.5168, -0.5416], [3.1054, 0.5268, 1.0753], [3.0121, -1.0006, 0.2593], [1.7748, 2.5618, -0.0193], [1.5146, 1.9548, -1.6002], [0.2413, 2.0405, -0.6258]], "lowdin_charge": [-0.1350, -0.1698, 0.9793, -0.1348, -0.2185, -0.1198, -0.1610, -0.3409, -0.0980, -0.0483, 0.0886, 0.0883, 0.0755, 0.0693, 0.0561, 0.0465, 0.1236, 0.1265, 0.0264, 0.0629, 0.0353, 0.1022, 0.0868, 0.0558, 0.0671, 0.1368, 0.0753, 0.0989, 0.0247]}



{"formula": "C6H19NO3", "method": "ωB97M-V/def2-TZVPD", "e_lumo_ev": 0.417, "total_charge": 0, "spin_multiplicity": 1, "e_homo_ev": -8.5, "orbital_gap_ev": 8.94, "smiles": "C=CCCNCC.O.O.O", "energy_ev": -14161.178, "elements": ["C", "C", "C", "C", "N", "C", "C", "H", "H", "H", "H", "H", "H", "H", "H", "H", "H", "H", "H", "H", "O", "H", "H", "O", "H", "H", "O", "H", "H"], "coordinates": [[0.8204, 0.3562, 2.1842], [0.2039, -0.8043, 1.9672], [-1.2910, -0.8118, 1.6780], [-1.7593, -0.6960, 0.2020], [-1.0579, 0.1087, -0.7660], [-1.3892, 1.5642, -0.6181], [-0.1865, 2.3878, -1.0470], [1.8974, 0.3719, 2.1947], [0.4309, 1.3419, 2.4049], [0.7641, -1.6955, 1.7485], [-1.7862, 0.0173, 2.1980], [-1.6417, -1.7903, 2.0376], [-2.8220, -0.4788, 0.2415], [-1.7504, -1.7347, -0.1450], [-0.0367, 0.0867, -0.6594], [-1.7258, 1.7893, 0.3968], [-2.2362, 1.7336, -1.2934], [-0.6026, 3.3206, -1.4404], [0.5588, 2.5828, -0.2894], [0.2922, 1.9274, -1.9164], [2.2761, 1.1703, -0.7191], [3.1627, 1.2725, -1.0783], [2.3217, 1.3280, 0.2255], [-0.1326, -2.9923, -0.0829], [-0.1457, -3.8345, -0.5430], [0.4005, -2.3229, -0.5285], [2.0396, -1.7663, -2.0854], [1.9485, -1.0003, -1.4956], [1.4472, -1.4316, -2.7711]], "lowdin_charge": [-0.0226, -0.1618, -0.1876, -0.2743, -0.0622, -0.2660, -0.1129, 0.0391, 0.0646, 0.0866, 0.0997, 0.1079, 0.1128, 0.0773, 0.0611, 0.1018, 0.1063, 0.0721, 0.0478, 0.0690, -0.0574, 0.0645, 0.0245, -0.0566, 0.0578, 0.0155, -0.0579, 0.0008, 0.0498]}



{"formula": "C6H19NO3", "method": "ωB97M-V/def2-TZVPD", "e_lumo_ev": 0.445, "total_charge": 0, "spin_multiplicity": 1, "e_homo_ev": -8.9, "orbital_gap_ev": 9.38, "smiles": "CCCNC[C@@H](C)O.O.O", "energy_ev": -14162.326, "elements": ["C", "C", "C", "N", "C", "C", "C", "O", "H", "H", "H", "H", "H", "H", "H", "H", "H", "H", "H", "H", "H", "H", "H", "O", "H", "H", "O", "H", "H"], "coordinates": [[1.6390, 0.2455, -2.4975], [0.4803, -0.6975, -2.1746], [0.6201, -1.4403, -0.8428], [1.1004, -0.6659, 0.2975], [0.0692, -0.3783, 1.2919], [-0.6377, 0.9641, 0.9808], [-2.0445, 1.0181, 1.5690], [0.1810, 1.9617, 1.6106], [2.5381, -0.3206, -2.7375], [1.3630, 0.9123, -3.3168], [1.8599, 0.8560, -1.6325], [-0.4506, -0.1162, -2.1778], [0.3703, -1.4525, -2.9554], [1.2814, -2.2957, -1.0003], [-0.3197, -1.9531, -0.6098], [1.8655, -1.1603, 0.7283], [-0.7052, -1.1507, 1.3264], [0.4955, -0.2973, 2.2923], [-0.5917, 1.0526, -0.0996], [-2.5618, 0.0669, 1.4419], [-2.0551, 1.2984, 2.6172], [-2.6663, 1.6537, 0.9370], [0.1942, 2.7554, 1.0661], [2.9694, 2.3306, 0.5979], [2.7552, 1.7037, -0.0990], [2.5153, 1.9702, 1.3717], [-3.1235, -2.0276, 0.5784], [-3.4908, -2.2460, 1.4501], [-3.6507, -2.5872, -0.0135]], "lowdin_charge": [-0.1008, -0.2488, -0.2417, -0.0553, -0.1788, -0.3912, -0.0396, -0.0603, 0.0755, 0.0729, 0.0305, 0.0953, 0.1014, 0.1128, 0.1031, 0.1068, 0.0933, 0.1262, 0.1296, 0.0412, 0.0842, 0.0779, 0.0930, -0.0673, -0.0076, 0.0199, -0.0682, 0.0494, 0.0465]}